18
Properties=species:S:1:pos:R:3:forces:R:3 method="wB97M-V/def2-TZVPD" total_energy_ha=-455.3959 gap_ev=9.3104 de_lowest_ev=4.783
N -0.377591 0.267176 -1.218910 2.463 -1.422 -0.739
C 0.049091 -0.119212 0.141537 -0.286 0.105 1.933
C -0.112749 1.087708 1.039447 -0.362 -0.640 1.806
O -1.435814 1.496720 0.895026 -1.476 0.981 0.583
C 1.582446 -0.542135 0.162943 0.658 5.595 -2.676
N 1.624285 -1.490537 -0.929557 -0.109 -1.216 3.816
O 2.491400 0.184262 0.612381 -1.702 -2.236 -0.371
H 0.220553 -0.455158 -1.698130 -1.580 0.644 -0.417
H 0.161753 1.105801 -1.500067 -0.725 -0.068 0.496
H -0.642018 -0.951649 0.526970 1.042 1.108 -0.658
H -0.000448 0.774161 2.150806 0.698 0.622 -1.713
H 0.466313 1.956671 0.712796 0.953 -0.535 0.367
H -1.547593 2.217967 1.540095 -0.278 -0.423 -0.526
H 2.501317 -1.787399 -1.364698 0.516 0.308 0.979
H 1.565169 -1.812821 0.300674 0.330 -2.826 -2.818
H -3.655135 -0.792547 -0.949335 -3.328 0.549 -2.175
H -2.160859 -0.471806 -0.983088 -0.898 -0.144 0.478
O -2.899165 -0.903214 -0.477447 4.082 -0.400 1.635